1.
Density functional theory data (ωB97M-V with the def2-TZVPD basis set) for a cluster of 20 separate species, C11H62NO19 in total.

Positions of all 93 atoms, in Å:
C (-57.78040, 17.77803, -14.25874)
C (-59.20323, 18.37709, -14.21234)
C (-59.69254, 18.84748, -15.57537)
C (-60.22822, 17.63897, -16.37860)
N (-60.60130, 17.97767, -17.85369)
C (-59.37998, 18.51647, -18.60320)
C (-59.93569, 19.85572, -19.29099)
C (-61.12779, 20.28841, -18.48614)
C (-61.67696, 19.02937, -17.97528)
C (-61.09436, 16.73097, -18.48074)
C (-62.02060, 15.82982, -17.74604)
C (-62.74933, 14.77280, -18.50861)
H (-57.67802, 17.94886, -13.22406)
H (-57.21175, 18.78340, -14.53630)
H (-57.48740, 17.09302, -14.90633)
H (-59.34298, 19.33476, -13.73572)
H (-59.90933, 17.69174, -13.54901)
H (-59.15350, 19.53403, -16.14604)
H (-60.54684, 19.39574, -15.30698)
H (-61.04046, 17.02471, -16.00179)
H (-59.33292, 16.80686, -16.54746)
H (-59.06497, 17.82569, -19.29123)
H (-58.62885, 18.97141, -18.09673)
H (-59.98639, 19.40921, -20.41688)
H (-59.05889, 20.61435, -19.15542)
H (-61.79424, 20.75555, -19.09121)
H (-60.90964, 20.90278, -17.61188)
H (-62.34954, 18.66140, -18.66803)
H (-62.27436, 19.15205, -17.09833)
H (-60.32045, 16.08986, -18.76151)
H (-61.52185, 16.92274, -19.46266)
H (-62.95944, 16.30730, -17.38344)
H (-61.56133, 15.52123, -16.63143)
H (-62.27934, 14.10754, -19.11924)
H (-63.17049, 15.04078, -19.50585)
H (-63.54082, 14.32494, -17.72711)
O (-57.22203, 21.29297, -16.24569)
H (-56.79972, 20.98502, -15.33669)
H (-57.43911, 22.26513, -16.11142)
O (-64.81089, 13.12911, -15.44330)
H (-65.76821, 13.14477, -15.61096)
H (-64.48590, 12.61800, -16.28201)
O (-59.24157, 20.79948, -11.02312)
H (-59.43523, 21.35540, -11.78966)
H (-59.14501, 21.32713, -10.28824)
O (-60.44320, 10.99592, -18.74268)
H (-60.45803, 11.45099, -19.53597)
H (-60.98114, 11.56042, -18.24894)
O (-60.04506, 21.34915, -22.70209)
H (-59.93560, 22.31287, -22.57077)
H (-60.94104, 21.36411, -22.42603)
O (-63.52851, 12.29593, -21.10310)
H (-64.28645, 12.85712, -21.25020)
H (-63.55550, 11.69015, -21.88505)
O (-60.68545, 13.14774, -16.02358)
H (-60.58606, 13.76378, -15.37432)
H (-60.17330, 13.66256, -16.82515)
O (-63.19512, 17.44267, -21.44254)
H (-64.03125, 17.43803, -21.74286)
H (-62.61391, 16.87048, -22.01930)
O (-64.27217, 15.94626, -15.18532)
H (-63.64395, 15.65710, -14.57623)
H (-64.48340, 15.15349, -15.49389)
O (-59.31822, 18.76777, -23.29724)
H (-59.00407, 18.54854, -24.20343)
H (-59.36412, 19.83682, -23.25972)
O (-59.61597, 15.04120, -14.50748)
H (-59.06690, 15.07547, -13.76584)
H (-60.37530, 15.52945, -13.94186)
O (-63.94859, 18.65035, -15.18364)
H (-64.47537, 17.86307, -15.25830)
H (-63.49676, 18.56562, -14.33216)
O (-60.79791, 12.39404, -21.16809)
H (-60.55001, 12.15991, -22.01095)
H (-61.80394, 12.23118, -21.06122)
O (-58.61158, 14.40578, -17.70346)
H (-58.24167, 14.91812, -18.48742)
H (-58.15855, 13.51834, -17.51540)
O (-63.11049, 20.30332, -21.65548)
H (-63.21217, 20.49671, -20.85341)
H (-63.33390, 19.39715, -21.72221)
O (-65.56266, 14.19385, -20.94691)
H (-66.03040, 13.78079, -20.28290)
H (-65.84059, 14.96088, -20.72760)
O (-62.58030, 23.23055, -20.68613)
H (-61.94899, 23.23104, -20.14029)
H (-63.20213, 23.72534, -20.19739)
O (-57.98883, 15.62410, -20.09382)
H (-58.43617, 15.21897, -20.79593)
H (-57.61371, 16.41136, -20.44696)
O (-62.05949, 16.05618, -13.49065)
H (-62.41240, 15.28039, -13.05540)
H (-62.04156, 16.70446, -12.87287)

Properties
Energy relative to the best compared isomer or geometry (same formula, charge and spin) (kcal per mole): 47.8
Frontier orbital gap (eV): 9.9
Total charge: +1

Results of the Löwdin charge analysis, in e, for atoms 1 through 5: C -0.0512; C -0.2496; C -0.1778; C -0.0602; N -0.1425

=====

2.
Density functional theory data (ωB97M-V with the def2-TZVPD basis set) for a structure of composition C11H6ClI2N2RuS2.

Positions of all 25 atoms, in Å:
Ru (-0.97705, 0.29472, 0.18843)
S (0.91539, 0.66083, 1.09736)
C (0.66184, 0.87320, 2.75572)
C (1.79972, 1.20947, 3.56024)
N (2.72914, 1.46926, 4.18314)
C (-0.61144, 0.69729, 3.25998)
S (-1.85114, 0.28316, 2.20470)
C (-0.91846, 0.81991, 4.65719)
N (-1.17537, 0.93383, 5.77049)
I (-1.91293, 2.42150, -1.06310)
I (-2.72333, 4.00845, 0.93343)
Cl (2.08434, -2.37595, -0.21678)
C (1.23314, -1.47009, -1.40870)
C (1.91957, -0.89326, -2.44358)
C (1.23817, -0.14882, -3.41830)
C (-0.12430, 0.00207, -3.35834)
C (-0.83789, -0.58815, -2.30315)
C (-0.17637, -1.34023, -1.30620)
C (-0.95117, -1.72532, -0.13467)
H (2.99176, -1.01995, -2.50469)
H (1.79892, 0.28786, -4.23355)
H (-0.65497, 0.53615, -4.13514)
H (-1.92220, -0.61275, -2.34180)
H (-0.52251, -2.41002, 0.58331)
H (-2.01289, -1.91318, -0.32599)

Properties
Frontier orbital gap (spin up / spin down) (eV): 6.4 / 6.4
Total charge: +1

Results of the natural (NBO) charge analysis, in e, for atoms 1 through 5: Ru 0.0922; S 0.5330; C -0.3298; C 0.2076; N -0.1766

=====

3.
Density functional theory data (ωB97M-V with the def2-TZVPD basis set) for the ion C11H6F6NO5 with charge +1.

Positions of all 29 atoms, in Å:
O (-2.98809, 2.84670, -0.01763)
C (-2.38418, 1.67697, -0.25856)
O (-1.80874, 1.23732, -1.54059)
C (-0.40919, 1.72984, -1.70019)
O (-0.11597, 2.88260, -1.09393)
C (0.58586, 0.83230, -2.64333)
F (0.79633, 1.58881, -3.91217)
F (-0.17612, -0.40934, -3.04448)
C (2.05797, 0.51089, -1.99949)
F (2.48999, 1.42943, -0.92138)
F (3.05190, 0.69631, -3.12193)
C (2.26552, -1.02451, -1.46298)
F (2.20068, -2.06499, -2.53747)
F (1.39293, -1.39505, -0.32121)
C (3.83536, -1.09599, -0.89006)
O (4.76462, -1.49462, -1.80132)
O (4.21285, -0.70587, 0.49793)
C (-2.31342, 0.56667, 0.98560)
C (-3.71708, 0.05812, 1.68016)
C (-3.57168, -1.02016, 2.93474)
N (-2.20545, -1.50380, 3.38355)
C (-0.87360, -1.08895, 2.77181)
C (-0.87097, -0.00825, 1.52971)
H (5.01893, -0.08855, 0.38541)
H (-4.73588, 0.48864, 1.28423)
H (-4.58452, -1.36091, 3.46076)
H (-2.16157, -2.17123, 4.19425)
H (0.14736, -1.51598, 3.17220)
H (0.09615, 0.40361, 0.98640)

Properties
SMILES string: O=C(OC(=O)C(F)(F)C(F)(F)C(F)(F)C(=O)O)c1cc[nH+]cc1
Frontier orbital gap (eV): 7.8
Total charge: +1

Results of the natural (NBO) charge analysis, in e, for atoms 1 through 5: O -0.4155; C 0.7501; O -0.5141; C 0.6958; O -0.4475

=====

4.
Density functional theory data (ωB97M-V with the def2-TZVPD basis set) for a structure of composition C11H6IMgN5O6Se3Te2.

Positions of all 35 atoms, in Å:
Mg (-0.22669, -0.25509, -0.45183)
Se (4.03045, 0.41382, 0.70557)
Te (2.15287, -1.15225, 0.64906)
Te (2.54401, -2.16526, -1.83994)
Se (0.70076, -0.82083, -2.89976)
O (-2.94959, 1.78776, 1.70386)
C (-2.09329, 0.91317, 1.65398)
O (-1.49430, 0.50506, 0.60420)
C (-1.65109, 0.24907, 2.95557)
C (-2.41674, 0.35534, 4.10478)
C (-1.97165, -0.25398, 5.27533)
C (-0.78124, -0.96454, 5.33047)
C (-0.01385, -1.04243, 4.18098)
C (-0.45600, -0.44365, 3.00842)
N (1.25085, -1.72275, 4.18495)
O (2.03560, -1.45566, 3.27475)
O (1.49845, -2.53106, 5.06541)
N (-2.77079, -0.13339, 6.47797)
O (-3.83102, 0.46294, 6.41278)
O (-2.34632, -0.62859, 7.50915)
H (-3.34056, 0.91357, 4.09519)
H (-0.45491, -1.43189, 6.24676)
H (0.13583, -0.52155, 2.11512)
Se (-1.57285, -4.39901, 1.64490)
C (-1.02571, -3.08425, 0.63259)
N (-0.62314, -2.21871, -0.04122)
I (-0.06835, 5.86002, -1.66546)
C (0.58064, 3.92217, -1.28437)
C (1.83869, 3.42901, -1.56404)
N (1.82289, 2.14620, -1.18898)
N (0.65450, 1.79241, -0.67219)
C (-0.13337, 2.85734, -0.72182)
H (2.70378, 3.90367, -1.98979)
H (2.61487, 1.49890, -1.16184)
H (-1.14535, 2.81794, -0.35425)

Properties
Energy relative to the best compared isomer or geometry (same formula, charge and spin) (kcal per mole): 28.8
Frontier orbital gap (eV): 4.5
Total charge: -2

Results of the natural (NBO) charge analysis, in e, for atoms 1 through 5: Mg 1.6795; Se -0.8412; Te 0.0534; Te 0.0030; Se -0.9070